DFT (ωB97M-V/def2-TZVPD) results for a structure of composition C41H28BBaF11IN6O2P.

Calculated values
LUMO energy: 3.638 eV
Energy relative to the best compared isomer or geometry (same formula, charge and spin): 2.465 eV
DFT total energy: -104666.718 eV
Charge: -2

CARTESIAN COORDINATES (ANGSTROEM)
Ba: -0.020 -0.602 -0.401
O: 0.622 -1.267 1.587
C: 1.091 -0.179 2.199
C: 2.503 -0.015 2.516
C: 3.281 -1.014 3.139
C: 4.554 -0.738 3.600
C: 5.098 0.544 3.476
C: 4.374 1.530 2.810
C: 3.120 1.251 2.284
P: 2.210 2.319 1.096
C: 3.169 1.925 -0.430
C: 2.563 2.363 -1.608
C: 3.244 2.328 -2.816
C: 4.530 1.813 -2.863
C: 5.122 1.323 -1.706
C: 4.451 1.387 -0.493
C: 3.060 3.933 1.428
C: 2.444 4.723 2.403
C: 2.947 5.969 2.734
C: 4.078 6.457 2.091
C: 4.685 5.694 1.105
C: 4.179 4.443 0.770
H: 2.840 -1.992 3.301
H: 5.135 -1.511 4.095
H: 6.085 0.761 3.867
H: 4.815 2.512 2.675
H: 1.548 2.744 -1.562
H: 2.764 2.699 -3.713
H: 5.063 1.772 -3.807
H: 6.119 0.897 -1.746
H: 4.929 1.019 0.407
H: 1.557 4.334 2.895
H: 2.450 6.571 3.486
H: 4.479 7.431 2.347
H: 5.559 6.073 0.587
H: 4.664 3.862 -0.003
N: -2.019 0.538 -3.109
C: -0.805 0.314 -3.666
N: -0.692 0.521 -4.987
C: 0.513 0.251 -5.469
N: 0.690 0.481 -6.817
N: 1.544 -0.242 -4.796
C: 1.320 -0.454 -3.493
N: 0.176 -0.143 -2.877
C: 2.382 -1.083 -2.721
C: 3.542 -1.539 -3.356
C: 4.527 -2.155 -2.619
C: 4.347 -2.295 -1.248
C: 3.164 -1.833 -0.699
N: 2.204 -1.241 -1.395
H: -2.642 1.028 -3.731
H: -1.959 0.960 -2.174
H: 0.018 1.136 -7.186
H: 1.647 0.654 -7.079
H: 3.608 -1.415 -4.427
H: 5.427 -2.530 -3.092
H: 5.099 -2.757 -0.624
H: 2.961 -1.951 0.363
I: -3.408 -0.907 0.232
C: -3.543 -2.881 -0.606
C: -4.781 -3.456 -0.490
C: -5.023 -4.736 -1.021
C: -4.018 -5.391 -1.673
C: -2.739 -4.803 -1.813
C: -1.730 -5.487 -2.529
C: -0.498 -4.916 -2.679
C: -0.218 -3.668 -2.088
C: -1.137 -2.929 -1.357
C: -2.442 -3.512 -1.253
H: -5.579 -2.921 0.008
H: -6.006 -5.179 -0.917
H: -4.188 -6.371 -2.107
H: -1.959 -6.458 -2.957
H: 0.272 -5.434 -3.246
H: 0.790 -3.278 -2.228
F: 0.602 1.946 3.508
B: 0.176 0.880 2.749
F: -1.187 0.765 2.750
F: -2.689 5.208 0.503
C: -2.435 3.882 0.340
F: -1.655 3.515 1.353
F: -3.619 3.253 0.490
C: -1.771 3.505 -1.041
O: -1.306 2.284 -1.048
C: -0.659 4.592 -1.322
F: 0.189 4.703 -0.293
F: -1.136 5.840 -1.568
F: 0.073 4.259 -2.403
C: -2.881 3.726 -2.148
F: -3.579 4.884 -2.051
F: -2.344 3.714 -3.389
F: -3.791 2.736 -2.122